# 1
Entry from OMol25: a molecular structure, C32H27N6PPt (ωB97M-V with the def2-TZVPD basis set).

Geometry (Å):
Pt: 0.79539 -0.09449 -1.80862
N: -0.46701 -1.72915 3.46714
C: -0.66157 -1.81853 2.15254
N: 0.21554 -1.52711 1.23226
C: 1.45028 -1.11138 1.64764
N: 2.44153 -0.86468 0.84149
N: 2.27344 -0.84465 -0.51788
C: 3.35281 -1.17992 -1.13818
C: 3.43085 -1.12243 -2.58591
C: 4.56493 -1.50721 -3.27849
C: 4.56092 -1.43245 -4.66257
C: 3.42139 -0.97826 -5.30373
C: 2.32919 -0.60497 -4.54138
N: 2.32626 -0.66818 -3.20827
C: 1.73993 -0.95774 3.07147
C: 2.97114 -0.49640 3.55584
C: 3.17587 -0.37219 4.91046
C: 2.15702 -0.70512 5.81101
C: 0.93929 -1.15829 5.35698
C: 0.74056 -1.27982 3.98326
H: -1.20780 -1.99328 4.09940
H: -1.63977 -2.16089 1.84767
H: 4.20621 -1.50374 -0.55602
H: 5.43131 -1.86053 -2.73689
H: 5.43275 -1.72650 -5.23075
H: 3.36931 -0.91008 -6.38057
H: 1.42868 -0.25550 -5.02645
H: 3.74835 -0.24673 2.84859
H: 4.12740 -0.02060 5.28435
H: 2.32679 -0.60794 6.87468
H: 0.14833 -1.41888 6.04913
N: -0.31326 0.81888 -3.31454
C: -1.46528 1.65104 -2.93227
C: -2.11408 2.40509 -3.89534
C: -3.18157 3.19997 -3.51206
C: -3.58153 3.23657 -2.18061
C: -2.92638 2.46931 -1.23281
C: -1.85950 1.65940 -1.60958
P: -0.97904 0.51652 -0.51663
C: -2.19476 -0.81886 -0.34832
C: -3.49649 -0.59303 0.10060
C: -4.40527 -1.63664 0.15509
C: -4.03429 -2.90892 -0.25974
C: -2.75079 -3.13559 -0.73605
C: -1.83350 -2.09601 -0.77999
C: -0.65405 1.44446 0.99767
C: 0.63752 1.92706 1.20007
C: 0.93931 2.66492 2.33458
C: -0.04499 2.92748 3.27453
C: -1.33771 2.45752 3.07691
C: -1.64470 1.72111 1.94504
H: 0.34651 1.43096 -3.79383
H: -0.62777 0.13387 -4.00078
H: -1.78886 2.38172 -4.92907
H: -3.69572 3.79963 -4.25018
H: -4.40420 3.87112 -1.88133
H: -3.23372 2.52571 -0.19471
H: -3.82767 0.39612 0.39068
H: -5.41086 -1.45137 0.50760
H: -4.74949 -3.71968 -0.22296
H: -2.46138 -4.12294 -1.07047
H: -0.82323 -2.28305 -1.12136
H: 1.41421 1.73040 0.47248
H: 1.94536 3.03427 2.48143
H: 0.19082 3.50411 4.15904
H: -2.10970 2.66775 3.80499
H: -2.65330 1.34871 1.82373

Values from the calculation:
Net charge: +2
Energy above the lowest of the compared OMol25 structures with the same formula, charge and spin in kcal/mol: 0.0
Orbital gap in eV: 7.03
Strongest force on any atom in eV/Å: 0.546
Molar mass in g mol⁻¹: 721.66



# 2
Entry from OMol25: 2 unconnected molecules or ions with the total composition C32H27NO2 at a distorted geometry (ωB97M-V with the def2-TZVPD basis set).

Geometry (Å):
C: 2.37842 1.31733 -4.98751
C: 1.39825 2.13954 -4.42120
C: 1.29290 2.25042 -3.02650
C: 2.17482 1.55747 -2.18505
C: 2.04558 1.56191 -0.66904
C: 1.32346 2.65722 -0.07877
C: 0.99612 2.75177 1.32037
C: 0.07190 3.88542 1.74406
C: -0.79184 4.54231 0.85179
C: -1.70758 5.49954 1.31667
C: -1.78387 5.79755 2.68244
C: -0.92451 5.14792 3.58279
C: -0.00042 4.21506 3.11455
O: 1.37119 1.95584 2.19682
O: 2.52531 0.60244 -0.04538
C: 3.16369 0.73916 -2.77039
C: 3.25857 0.61137 -4.15333
H: 2.45535 1.22199 -6.07169
H: 0.70782 2.69338 -5.06064
H: 0.51279 2.87318 -2.58496
H: 1.14284 3.53248 -0.69651
H: -0.74867 4.29475 -0.21039
H: -2.36718 6.00320 0.60611
H: -2.51022 6.52658 3.04613
H: -0.97700 5.36987 4.65031
H: 0.67134 3.71593 3.81510
H: 3.85024 0.18977 -2.12303
H: 4.02272 -0.03827 -4.58496
C: -2.59570 -0.46005 4.47511
N: -1.97545 -0.97759 3.27183
C: -1.49818 -0.21445 2.25699
C: -1.02544 -1.05476 1.21480
C: -0.55478 -0.62442 -0.01733
C: 0.03208 -1.46344 -1.02232
C: 1.03733 -2.41927 -0.72860
C: 1.53451 -3.26115 -1.71156
C: 1.02179 -3.21012 -3.01607
C: 1.49789 -4.18730 -4.04878
C: 0.06556 -2.23716 -3.33876
C: -0.39241 -1.35669 -2.37396
C: -1.25971 -2.44013 1.67400
C: -1.16680 -3.70552 1.10935
C: -1.53373 -4.83123 1.87504
C: -2.06834 -4.69413 3.16500
C: -2.25171 -3.41672 3.72696
C: -1.83097 -2.33213 2.96868
H: -2.88489 -1.28868 5.12501
H: -1.89120 0.19261 5.00614
H: -3.48907 0.12627 4.21966
H: -1.49338 0.86966 2.29908
H: -0.72742 0.42747 -0.25509
H: 1.43190 -2.46137 0.28955
H: 2.32040 -3.98386 -1.47213
H: 1.07479 -3.95135 -5.03144
H: 2.59300 -4.16809 -4.13038
H: 1.21142 -5.21937 -3.79827
H: -0.32422 -2.18485 -4.36010
H: -1.13171 -0.59321 -2.62259
H: -0.81611 -3.82246 0.08496
H: -1.40637 -5.83078 1.45703
H: -2.35645 -5.57464 3.73951
H: -2.69865 -3.26618 4.71089

Values from the calculation:
Net charge: 0
Energy above the lowest of the compared OMol25 structures with the same formula, charge and spin in kcal/mol: 0.0
Orbital gap in eV: 4.39
Strongest force on any atom in eV/Å: 2.032
Molar mass in g mol⁻¹: 457.57



# 3
Entry from OMol25: a molecular structure, C32H28AsN4O4S3Ta at a distorted geometry (ωB97M-V with the def2-TZVPD basis set).

Geometry (Å):
Ta: -0.36250 0.79185 0.05817
S: 1.16702 -0.17384 1.66576
C: 0.99017 0.60292 3.27236
C: 2.04834 0.45276 4.16238
C: 1.96178 1.01381 5.42785
C: 0.83552 1.72900 5.81443
C: -0.21640 1.88658 4.92631
C: -0.14284 1.31253 3.66073
As: -1.55852 1.45407 2.39078
C: -2.95901 0.28322 3.01296
C: -4.11969 0.10754 2.25342
C: -5.15500 -0.67633 2.74195
C: -5.03884 -1.28630 3.98553
C: -3.88613 -1.11672 4.73709
C: -2.84409 -0.33215 4.25637
C: -2.26611 3.22378 2.63928
C: -3.52989 3.39226 3.19586
C: -4.01836 4.67423 3.41604
C: -3.25269 5.77840 3.07786
C: -1.99174 5.60671 2.52042
C: -1.49362 4.33322 2.29821
H: 2.93455 -0.09276 3.86586
H: 2.78817 0.89680 6.11619
H: 0.77828 2.16158 6.80366
H: -1.08865 2.46251 5.21369
H: -4.24034 0.60227 1.29584
H: -6.06087 -0.79190 2.16183
H: -5.85168 -1.88721 4.37043
H: -3.79485 -1.58821 5.70633
H: -1.94892 -0.21349 4.85323
H: -4.14216 2.54275 3.46757
H: -4.99908 4.80367 3.85320
H: -3.63628 6.77484 3.25051
H: -1.39190 6.46933 2.26238
H: -0.50530 4.21043 1.87773
N: -1.47381 -1.30403 0.79452
N: -1.74216 -2.23554 -0.22841
C: -0.92785 -2.27214 -1.28212
N: -1.07424 -3.22009 -2.19044
S: 0.32736 -1.12204 -1.45878
H: -0.83086 -1.72596 1.46780
H: -2.36316 -1.08434 1.24958
H: -2.38690 -2.98986 -0.03145
H: -1.76039 -3.95542 -2.11032
H: -0.46694 -3.23231 -2.99510
S: -2.53647 0.90414 -0.83256
C: -1.76296 1.92877 -2.08030
C: -1.52610 3.27860 -1.82138
C: -0.94427 4.06357 -2.80490
C: -0.62106 3.50767 -4.03486
C: -0.89186 2.16817 -4.30068
C: -1.45816 1.37076 -3.32479
H: -1.82050 3.71025 -0.87272
H: -0.75717 5.11226 -2.61706
H: -0.17216 4.12479 -4.80152
H: -0.66384 1.75284 -5.27271
H: -1.67733 0.32944 -3.52003
O: 1.22264 1.46894 -1.16330
C: 1.49557 2.36648 -0.28797
O: 0.43607 2.69114 0.38964
C: 2.82411 2.83966 0.01352
C: 3.00868 3.97094 0.81378
C: 4.28945 4.36521 1.15203
C: 5.38184 3.62675 0.71021
C: 5.16507 2.50620 -0.07176
C: 3.90785 2.09189 -0.44492
N: 6.32812 1.70306 -0.51896
O: 6.08476 0.62864 -1.02333
O: 7.41954 2.20214 -0.38998
H: 2.15178 4.53870 1.15086
H: 4.44722 5.24366 1.76123
H: 6.39511 3.90658 0.96269
H: 3.77938 1.21131 -1.05702

Values from the calculation:
Net charge: +2
Energy above the lowest of the compared OMol25 structures with the same formula, charge and spin in kcal/mol: 0.0
Orbital gap in eV: 6.97
Strongest force on any atom in eV/Å: 1.387
Molar mass in g mol⁻¹: 884.67



# 4
Entry from OMol25: a molecular structure, C32H28Br5CsIN7O4Se at a distorted geometry (ωB97M-V with the def2-TZVPD basis set).

Geometry (Å):
Cs: -0.89310 0.45243 0.73322
C: 0.52741 -3.19364 2.74989
C: -0.45049 -3.30195 1.60940
O: -1.61833 -2.92089 1.73053
N: 0.01617 -3.87688 0.49353
C: -0.73133 -4.03149 -0.73288
C: 0.16590 -3.70626 -1.89972
C: 0.20571 -4.58068 -2.98168
C: 1.28470 -4.37753 -3.90316
C: 2.03628 -3.25991 -3.84514
C: 1.58446 -2.13008 -2.92993
N: 0.88017 -2.60541 -1.74694
H: 0.39167 -2.23790 3.25279
H: 1.56538 -3.28417 2.42894
H: 0.31047 -3.99319 3.46095
H: 1.01435 -3.99000 0.41280
H: -1.58476 -3.35491 -0.69826
H: -1.11915 -5.04893 -0.82468
H: -0.40372 -5.47435 -3.00530
H: 1.54748 -5.17479 -4.59478
H: 2.93101 -3.12636 -4.44377
H: 2.46312 -1.56508 -2.59625
Br: 1.65556 1.35437 7.48362
C: 0.89862 1.71402 5.77941
C: 0.06086 2.79113 5.59140
Br: -0.38331 3.93872 7.03954
C: -0.47179 3.02663 4.31137
Br: -1.60910 4.51759 3.98477
C: -0.21747 2.22335 3.18186
O: -0.72275 2.46445 2.02912
C: 0.66713 1.05862 3.38673
O: 0.93941 0.26264 2.40160
C: 1.18647 0.87939 4.67923
Br: 2.34648 -0.62046 4.89326
N: 2.25723 -1.50429 0.37007
C: 3.41481 -0.83737 0.19703
O: 3.95011 -0.62662 -0.88005
C: 4.03868 -0.34759 1.48912
I: 5.29721 -1.87284 2.31517
H: 1.70561 -1.80277 -0.44436
H: 1.76660 -1.36382 1.24747
H: 3.29459 -0.12380 2.25297
H: 4.68657 0.49842 1.29509
Se: -3.69730 -1.62597 0.47765
N: -2.80410 -0.72400 -0.75462
C: -3.64240 0.17015 -1.25381
C: -3.30129 1.12002 -2.27358
C: -4.26308 1.95714 -2.72317
C: -5.59866 1.93749 -2.18771
C: -5.96014 1.07861 -1.20851
C: -4.98605 0.15111 -0.71055
N: -5.21572 -0.74497 0.22791
H: -2.28757 1.15867 -2.64942
H: -4.01725 2.66935 -3.50119
H: -6.32612 2.64134 -2.57404
H: -6.95668 1.07528 -0.78727
Br: -1.78692 1.70350 -6.48552
C: -0.75743 0.52498 -5.38672
C: 0.62518 0.59873 -5.42534
C: 1.35690 -0.24941 -4.60611
C: 0.73655 -1.15403 -3.74763
C: -0.65283 -1.18870 -3.72225
C: -1.40695 -0.36297 -4.54977
H: 1.11562 1.31101 -6.07617
H: 2.44126 -0.20631 -4.63066
H: -1.15079 -1.86144 -3.03676
H: -2.48820 -0.39927 -4.52617
C: 1.81881 2.74548 -2.80304
C: 0.60203 3.42656 -2.27649
N: -0.49713 2.83737 -1.88566
C: -1.34664 3.84029 -1.46737
C: -0.75134 5.05221 -1.61643
N: 0.49888 4.77595 -2.13344
H: 1.79014 1.69473 -2.52175
H: 2.72822 3.18881 -2.39474
H: 1.86333 2.80268 -3.89324
H: -2.32039 3.62297 -1.06097
H: -1.07020 6.05025 -1.37352
H: 1.21190 5.44795 -2.35272

Values from the calculation:
Net charge: -2
Energy above the lowest of the compared OMol25 structures with the same formula, charge and spin in kcal/mol: 10.2
Orbital gap in eV: 4.80
Strongest force on any atom in eV/Å: 2.287
Molar mass in g mol⁻¹: 1312.91



Copy entry 2 word for word.
Entry from OMol25: 2 unconnected molecules or ions with the total composition C32H27NO2 at a distorted geometry (ωB97M-V with the def2-TZVPD basis set).

Geometry (Å):
C: 2.37842 1.31733 -4.98751
C: 1.39825 2.13954 -4.42120
C: 1.29290 2.25042 -3.02650
C: 2.17482 1.55747 -2.18505
C: 2.04558 1.56191 -0.66904
C: 1.32346 2.65722 -0.07877
C: 0.99612 2.75177 1.32037
C: 0.07190 3.88542 1.74406
C: -0.79184 4.54231 0.85179
C: -1.70758 5.49954 1.31667
C: -1.78387 5.79755 2.68244
C: -0.92451 5.14792 3.58279
C: -0.00042 4.21506 3.11455
O: 1.37119 1.95584 2.19682
O: 2.52531 0.60244 -0.04538
C: 3.16369 0.73916 -2.77039
C: 3.25857 0.61137 -4.15333
H: 2.45535 1.22199 -6.07169
H: 0.70782 2.69338 -5.06064
H: 0.51279 2.87318 -2.58496
H: 1.14284 3.53248 -0.69651
H: -0.74867 4.29475 -0.21039
H: -2.36718 6.00320 0.60611
H: -2.51022 6.52658 3.04613
H: -0.97700 5.36987 4.65031
H: 0.67134 3.71593 3.81510
H: 3.85024 0.18977 -2.12303
H: 4.02272 -0.03827 -4.58496
C: -2.59570 -0.46005 4.47511
N: -1.97545 -0.97759 3.27183
C: -1.49818 -0.21445 2.25699
C: -1.02544 -1.05476 1.21480
C: -0.55478 -0.62442 -0.01733
C: 0.03208 -1.46344 -1.02232
C: 1.03733 -2.41927 -0.72860
C: 1.53451 -3.26115 -1.71156
C: 1.02179 -3.21012 -3.01607
C: 1.49789 -4.18730 -4.04878
C: 0.06556 -2.23716 -3.33876
C: -0.39241 -1.35669 -2.37396
C: -1.25971 -2.44013 1.67400
C: -1.16680 -3.70552 1.10935
C: -1.53373 -4.83123 1.87504
C: -2.06834 -4.69413 3.16500
C: -2.25171 -3.41672 3.72696
C: -1.83097 -2.33213 2.96868
H: -2.88489 -1.28868 5.12501
H: -1.89120 0.19261 5.00614
H: -3.48907 0.12627 4.21966
H: -1.49338 0.86966 2.29908
H: -0.72742 0.42747 -0.25509
H: 1.43190 -2.46137 0.28955
H: 2.32040 -3.98386 -1.47213
H: 1.07479 -3.95135 -5.03144
H: 2.59300 -4.16809 -4.13038
H: 1.21142 -5.21937 -3.79827
H: -0.32422 -2.18485 -4.36010
H: -1.13171 -0.59321 -2.62259
H: -0.81611 -3.82246 0.08496
H: -1.40637 -5.83078 1.45703
H: -2.35645 -5.57464 3.73951
H: -2.69865 -3.26618 4.71089

Values from the calculation:
Net charge: 0
Energy above the lowest of the compared OMol25 structures with the same formula, charge and spin in kcal/mol: 0.0
Orbital gap in eV: 4.39
Strongest force on any atom in eV/Å: 2.032
Molar mass in g mol⁻¹: 457.57



Which of these has the lowest molar mass? C32H27NO2



Which value of energy above the lowest of the compared OMol25 structures with the same formula, charge and spin does entry 1 give? 0.0 kcal/mol